{"formula": "C27H26F8INO29S", "method": "ωB97M-V/def2-TZVPD", "elements": ["N", "C", "O", "O", "S", "O", "O", "C", "C", "O", "I", "H", "H", "C", "C", "O", "C", "O", "O", "F", "H", "H", "H", "C", "C", "O", "C", "O", "O", "F", "H", "H", "H", "C", "C", "O", "C", "O", "O", "F", "H", "H", "H", "C", "C", "O", "C", "O", "O", "F", "H", "H", "H", "C", "C", "O", "C", "O", "O", "F", "H", "H", "H", "C", "C", "O", "C", "O", "O", "F", "H", "H", "H", "C", "C", "O", "C", "O", "O", "F", "H", "H", "H", "C", "C", "O", "C", "O", "O", "F", "H", "H", "H"], "positions_angstrom": [[-2.727, 2.745, 0.187], [-3.680, 2.087, 0.077], [-4.515, 1.134, -0.143], [-4.957, 1.242, -1.525], [-4.316, -0.012, -2.555], [-3.355, 0.683, -3.334], [-3.570, -1.028, -1.562], [-2.247, -0.675, -1.146], [-2.160, -0.874, 0.365], [-3.117, -1.044, 1.045], [-0.198, -0.871, 1.188], [-1.998, 0.357, -1.336], [-1.521, -1.327, -1.594], [2.904, 2.630, 4.525], [2.258, 3.052, 3.225], [2.557, 1.962, 2.369], [2.690, 0.853, 3.151], [2.689, -0.257, 2.744], [2.805, 1.201, 4.452], [2.816, 4.182, 2.725], [3.953, 2.924, 4.564], [2.391, 3.010, 5.404], [1.176, 3.181, 3.277], [-3.249, -4.553, 0.532], [-3.474, -5.276, 1.838], [-2.289, -6.046, 1.970], [-1.298, -5.387, 1.306], [-0.143, -5.615, 1.413], [-1.821, -4.426, 0.509], [-4.545, -6.107, 1.786], [-3.576, -5.150, -0.321], [-3.726, -3.576, 0.495], [-3.575, -4.621, 2.705], [-8.346, 3.047, -0.975], [-8.347, 2.621, -2.422], [-9.494, 3.280, -2.931], [-9.680, 4.405, -2.182], [-10.385, 5.303, -2.481], [-8.936, 4.350, -1.049], [-8.510, 1.280, -2.546], [-8.974, 2.398, -0.363], [-7.350, 3.091, -0.543], [-7.465, 2.930, -2.985], [-11.501, 8.512, -2.402], [-11.801, 9.370, -3.607], [-13.218, 9.393, -3.622], [-13.645, 9.223, -2.335], [-14.743, 9.436, -1.958], [-12.626, 8.791, -1.555], [-11.349, 8.815, -4.760], [-11.486, 7.451, -2.651], [-10.570, 8.775, -1.908], [-11.428, 10.394, -3.540], [2.635, -5.045, -0.092], [2.474, -5.653, -1.460], [1.445, -4.859, -2.032], [1.512, -3.631, -1.444], [0.951, -2.666, -1.833], [2.295, -3.672, -0.342], [2.061, -6.944, -1.397], [1.936, -5.468, 0.631], [3.648, -5.133, 0.291], [3.364, -5.592, -2.087], [7.588, -4.175, -2.367], [6.100, -4.060, -2.130], [5.870, -5.057, -1.142], [7.026, -5.190, -0.430], [7.113, -5.741, 0.612], [8.054, -4.603, -1.079], [5.380, -4.364, -3.239], [7.818, -4.936, -3.112], [8.052, -3.236, -2.653], [5.774, -3.092, -1.747], [4.359, 7.652, 2.776], [5.796, 7.815, 2.338], [6.513, 7.487, 3.516], [5.739, 6.631, 4.243], [6.123, 5.973, 5.145], [4.468, 6.629, 3.773], [6.080, 9.091, 1.979], [3.972, 8.565, 3.231], [3.698, 7.340, 1.973], [6.102, 7.144, 1.534], [10.812, -7.485, 1.391], [10.302, -7.058, 0.036], [10.577, -8.195, -0.766], [10.561, -9.288, 0.054], [10.509, -10.407, -0.317], [10.605, -8.902, 1.353], [10.984, -5.990, -0.455], [11.877, -7.275, 1.502], [10.267, -7.034, 2.215], [9.234, -6.845, 0.010]], "forces_ev_per_angstrom": [[-1.239, -0.173, 0.225], [2.246, 0.418, -0.320], [-1.002, -0.142, 0.093], [0.115, -0.238, 0.494], [-1.006, -1.072, -0.268], [0.832, 0.535, -0.485], [-0.289, 0.905, -0.188], [0.296, -0.307, 1.326], [-0.256, -0.122, -0.001], [-0.041, -0.133, 0.205], [0.045, 0.125, -0.163], [0.121, 0.386, -0.342], [0.328, -0.279, -0.518], [0.001, -0.014, 0.240], [0.237, 0.020, -0.103], [-0.268, 0.006, 0.169], [0.070, 0.214, 0.104], [0.021, -0.312, -0.151], [-0.011, 0.183, -0.065], [-0.018, -0.073, -0.078], [-0.004, 0.068, -0.117], [-0.067, -0.194, 0.033], [0.007, 0.114, -0.075], [-0.070, 0.258, -0.140], [-0.055, -0.272, -0.098], [0.070, 0.326, 0.103], [-0.333, 0.025, -0.119], [0.258, -0.126, 0.033], [-0.137, -0.011, 0.024], [0.136, 0.016, 0.009], [-0.026, -0.130, 0.090], [0.202, 0.079, 0.040], [-0.097, -0.056, 0.033], [0.213, 0.103, 0.301], [-0.303, -0.279, 0.092], [0.339, 0.245, 0.024], [0.050, -0.215, 0.150], [-0.215, 0.224, -0.080], [0.030, -0.173, -0.170], [0.005, 0.082, -0.093], [-0.045, -0.099, -0.135], [-0.016, 0.231, -0.014], [-0.006, -0.119, -0.073], [0.113, -0.091, 0.192], [-0.162, -0.226, -0.146], [0.188, 0.233, 0.154], [0.161, -0.135, -0.017], [-0.284, 0.009, 0.041], [0.125, 0.044, -0.171], [-0.076, 0.044, 0.052], [-0.001, 0.024, -0.138], [-0.117, 0.082, 0.156], [0.055, -0.006, -0.123], [0.231, -0.070, 0.414], [-0.246, -0.231, 0.091], [0.322, 0.235, -0.046], [-0.069, -0.382, 0.463], [-0.282, 0.364, -0.273], [0.029, -0.105, -0.207], [-0.024, 0.106, -0.093], [-0.047, -0.013, -0.223], [0.049, 0.251, -0.074], [-0.029, -0.161, -0.063], [0.217, 0.116, -0.048], [-0.109, -0.251, -0.140], [0.138, 0.413, 0.051], [-0.019, -0.030, -0.152], [0.024, -0.214, 0.200], [-0.121, 0.050, -0.150], [0.000, -0.023, 0.118], [-0.129, -0.042, -0.008], [0.083, 0.009, 0.195], [-0.105, 0.000, -0.078], [-0.272, -0.118, -0.066], [0.089, 0.232, 0.191], [-0.092, -0.221, -0.227], [-0.098, 0.132, -0.072], [0.096, -0.125, 0.241], [0.051, 0.159, -0.132], [0.017, -0.085, 0.071], [0.134, 0.080, -0.018], [-0.002, -0.192, 0.091], [0.049, 0.097, -0.069], [-0.027, -0.019, 0.274], [0.251, -0.001, -0.171], [-0.279, 0.050, 0.163], [0.107, 0.158, 0.093], [0.035, -0.259, -0.121], [0.008, 0.207, -0.069], [-0.038, -0.125, -0.011], [0.014, 0.051, -0.129], [-0.104, -0.188, 0.021], [0.027, 0.142, -0.031]], "molar_mass_g_mol": 1139.44, "e_homo_ha": -0.369, "max_force_ev_per_a": 2.31, "lumo_ev": -1.17, "gap_ev": 8.88}



{"formula": "C27H26GeN4SW", "method": "ωB97M-V/def2-TZVPD", "elements": ["W", "C", "C", "N", "N", "C", "N", "S", "C", "C", "C", "C", "C", "N", "H", "H", "H", "H", "H", "H", "H", "H", "H", "H", "C", "Ge", "C", "C", "C", "C", "C", "C", "C", "C", "C", "C", "C", "C", "C", "C", "C", "C", "C", "C", "H", "H", "H", "H", "H", "H", "H", "H", "H", "H", "H", "H", "H", "H", "H", "H"], "positions_angstrom": [[-0.677, 0.813, 0.608], [0.462, 5.077, 1.424], [0.337, 3.615, 1.262], [-0.720, 2.974, 0.858], [-1.940, 3.612, 0.706], [-2.998, 2.986, 1.261], [-4.144, 3.587, 1.407], [-2.802, 1.329, 1.745], [1.425, 2.718, 1.688], [2.641, 3.179, 2.150], [3.528, 2.285, 2.752], [3.148, 0.962, 2.893], [1.934, 0.554, 2.359], [1.089, 1.396, 1.748], [-0.422, 5.642, 1.146], [1.297, 5.458, 0.827], [0.702, 5.316, 2.465], [-1.963, 4.605, 0.511], [-4.320, 4.555, 1.159], [-4.935, 3.084, 1.796], [2.898, 4.227, 2.070], [4.483, 2.631, 3.128], [3.781, 0.247, 3.401], [1.631, -0.479, 2.422], [-0.737, -0.942, 1.443], [-0.050, -2.071, -0.067], [1.655, -1.231, -0.617], [1.767, 0.158, -0.750], [2.952, 0.764, -1.109], [4.076, -0.032, -1.323], [3.998, -1.409, -1.170], [2.792, -2.010, -0.825], [-0.606, -3.896, -0.341], [0.179, -4.750, -1.124], [-0.187, -6.081, -1.186], [-1.315, -6.533, -0.504], [-2.103, -5.661, 0.248], [-1.753, -4.328, 0.339], [-1.373, 0.251, -1.323], [-0.883, 0.563, -2.605], [-1.662, 0.348, -3.727], [-2.930, -0.219, -3.598], [-3.435, -0.550, -2.342], [-2.664, -0.345, -1.213], [-0.983, -1.488, 2.355], [0.858, 0.812, -0.653], [3.008, 1.835, -1.265], [5.006, 0.431, -1.624], [4.873, -2.025, -1.335], [2.744, -3.085, -0.701], [1.035, -4.390, -1.678], [0.406, -6.768, -1.775], [-1.590, -7.579, -0.560], [-2.983, -6.022, 0.763], [-2.352, -3.642, 0.926], [0.107, 0.979, -2.753], [-1.280, 0.609, -4.705], [-3.515, -0.427, -4.485], [-4.421, -0.984, -2.243], [-3.068, -0.656, -0.260]], "forces_ev_per_angstrom": [[-2.166, -2.249, 1.515], [-0.015, 0.241, 0.052], [-0.050, -0.080, -0.045], [0.174, -0.146, 0.111], [-0.329, 0.100, 0.132], [0.272, 0.126, -0.237], [-0.149, -0.063, 0.048], [0.872, -0.528, -0.342], [0.295, -0.046, 0.063], [-0.268, 0.126, -0.135], [0.073, -0.240, 0.087], [0.061, 0.251, -0.023], [-0.002, -0.053, -0.010], [-0.011, 0.015, -0.089], [0.023, 0.009, -0.015], [-0.013, -0.077, -0.057], [-0.038, -0.053, 0.008], [0.095, 0.049, -0.110], [0.082, 0.016, 0.001], [-0.021, -0.002, -0.025], [-0.018, -0.007, 0.043], [-0.007, 0.015, -0.004], [-0.022, -0.032, -0.012], [-0.009, -0.030, -0.026], [-0.320, 2.499, -0.728], [0.809, -0.520, -0.861], [-0.879, -0.454, 0.185], [-0.132, -0.448, -0.018], [-0.155, 0.303, 0.066], [-0.003, -0.121, -0.006], [0.073, 0.008, -0.026], [-0.087, -0.010, 0.038], [0.034, 1.514, 0.377], [0.010, -0.072, -0.106], [0.116, 0.024, -0.083], [-0.022, 0.024, 0.016], [-0.079, 0.103, 0.075], [-0.025, -0.201, 0.016], [0.779, 0.048, 0.855], [0.151, 0.173, -0.259], [0.023, 0.010, 0.125], [-0.006, 0.003, -0.047], [0.069, 0.102, 0.025], [-0.075, -0.201, 0.010], [0.220, 0.071, 0.090], [0.587, 0.065, -0.732], [0.019, -0.013, 0.023], [0.005, -0.014, -0.011], [0.007, 0.020, 0.004], [0.068, -0.008, -0.037], [0.012, -0.036, -0.010], [-0.024, -0.026, 0.006], [0.011, -0.005, -0.019], [0.015, -0.048, -0.011], [-0.025, -0.049, 0.029], [-0.007, -0.013, 0.094], [0.010, -0.028, -0.006], [-0.029, 0.043, 0.015], [0.022, -0.051, -0.017], [-0.003, -0.031, -0.001]], "molar_mass_g_mol": 695.05, "e_homo_ha": -0.722, "max_force_ev_per_a": 3.47, "charge": 4, "lumo_ev": -13.92, "gap_ev": 5.74, "de_lowest_kcal_mol": 24.6}



{"formula": "C27H26HgNO2PSSi", "method": "ωB97M-V/def2-TZVPD", "elements": ["Hg", "C", "Si", "C", "C", "C", "C", "C", "C", "N", "C", "S", "H", "H", "H", "H", "H", "H", "H", "H", "H", "H", "H", "H", "O", "C", "O", "C", "C", "C", "C", "C", "C", "P", "C", "C", "C", "C", "C", "C", "C", "C", "C", "C", "C", "C", "H", "H", "H", "H", "H", "H", "H", "H", "H", "H", "H", "H", "H", "H"], "positions_angstrom": [[10.318, 5.720, 11.354], [9.956, 5.800, 14.963], [11.644, 6.481, 15.294], [11.145, 7.934, 16.345], [12.466, 5.167, 16.262], [12.748, 7.107, 13.872], [13.299, 8.390, 13.943], [14.183, 8.822, 12.935], [14.347, 7.954, 11.886], [13.857, 6.733, 11.789], [13.024, 6.264, 12.788], [12.468, 4.648, 12.668], [9.574, 5.715, 15.981], [10.079, 4.719, 14.566], [9.271, 6.320, 14.347], [10.267, 7.651, 17.002], [10.693, 8.748, 15.719], [11.906, 8.466, 16.920], [12.190, 5.150, 17.338], [13.576, 5.377, 16.162], [12.408, 4.231, 15.816], [13.131, 9.076, 14.750], [14.769, 9.720, 13.019], [14.994, 8.178, 11.002], [6.630, 6.818, 10.333], [7.650, 7.530, 10.364], [8.809, 7.274, 9.990], [7.393, 8.921, 10.933], [6.155, 9.526, 10.710], [5.892, 10.746, 11.422], [6.838, 11.397, 12.197], [8.138, 10.869, 12.241], [8.409, 9.663, 11.612], [10.169, 8.996, 11.317], [11.107, 10.305, 12.160], [11.980, 11.208, 11.580], [12.727, 12.111, 12.307], [12.517, 12.270, 13.658], [11.601, 11.455, 14.249], [10.968, 10.461, 13.524], [10.397, 9.562, 9.582], [9.528, 10.467, 8.906], [9.753, 10.682, 7.563], [10.903, 10.141, 6.916], [11.716, 9.236, 7.600], [11.468, 8.949, 8.922], [5.422, 8.944, 10.271], [4.953, 11.286, 11.355], [6.684, 12.299, 12.773], [8.954, 11.353, 12.843], [12.182, 11.223, 10.506], [13.411, 12.786, 11.713], [13.040, 12.956, 14.349], [11.399, 11.435, 15.327], [10.285, 9.837, 14.111], [8.679, 10.934, 9.385], [9.067, 11.276, 6.974], [11.112, 10.290, 5.841], [12.576, 8.903, 7.003], [12.060, 8.105, 9.384]], "forces_ev_per_angstrom": [[0.047, -0.184, 0.011], [0.819, -2.798, -0.318], [-0.518, 0.584, -0.904], [-1.173, 1.387, 0.453], [2.319, 1.506, 1.411], [-1.078, 0.091, 1.171], [1.204, -0.196, -1.216], [-0.777, -0.531, 1.071], [1.261, -0.400, -1.603], [-1.459, -0.927, 0.698], [2.137, 1.883, -1.004], [-0.669, -0.559, -0.181], [-0.368, -0.042, 0.028], [-0.354, 1.721, 0.509], [-0.708, 0.653, -0.621], [1.189, 0.136, -0.361], [0.410, -0.764, 0.188], [0.025, -0.260, 0.244], [0.166, -0.083, -0.656], [-0.931, -0.046, 0.550], [-0.626, -1.816, -0.718], [-0.293, -0.062, 0.516], [-0.200, 0.377, -0.120], [-0.405, 0.293, 0.885], [0.624, -0.081, -0.112], [-2.377, 0.074, 0.298], [1.242, -0.240, -0.194], [0.482, 1.363, -0.014], [1.696, 1.830, 3.207], [-0.213, -0.058, -0.797], [1.293, -0.792, -0.164], [0.476, -0.072, 0.735], [0.584, -1.003, -0.934], [-0.857, 0.364, 0.097], [-0.062, 0.557, 0.188], [0.737, -0.058, -1.314], [0.847, 1.616, -1.068], [0.891, 0.897, 1.090], [-0.710, -1.383, 0.990], [-0.838, -0.323, 1.047], [-0.227, -0.036, 0.030], [1.131, -1.070, 0.136], [1.270, -0.080, -1.060], [-1.026, -0.309, 0.269], [0.372, 1.380, -1.547], [0.107, -1.198, 0.581], [-1.481, -0.769, -1.112], [-0.306, -0.493, -0.232], [-0.542, 0.064, -0.228], [-1.129, -0.286, -0.866], [-0.331, -0.297, 0.252], [-0.671, -0.819, 0.966], [-0.055, -0.123, -0.976], [0.226, 0.428, -0.375], [0.149, -0.051, -0.532], [0.032, -0.147, 0.190], [-0.029, 0.170, 0.072], [-0.333, 0.196, 0.720], [-0.307, -0.448, 0.740], [-0.684, 1.235, -0.116]], "multiplicity": 2, "molar_mass_g_mol": 688.23, "e_homo_ha": [-0.142, -0.191], "max_force_ev_per_a": 4.06, "charge": -1, "lumo_ev": [2.66, 1.51], "gap_ev": [6.52, 6.72]}



Which formula does entry 2 have? C27H26GeN4SW